The following is a quantum chemistry calculation of C8H10MnO4S as an isolated structure at a distorted geometry, from the OMol25 dataset.

Last column: Löwdin charge in e.
Positions of all 24 atoms, in Å:
Mn: -0.1350 -0.1835 -1.4115  0.512
O: 0.1111 2.4024 0.0687  0.194
C: 0.0128 1.4185 -0.5439  -0.155
C: -0.2093 -2.0045 -1.2640  -0.101
O: -0.2447 -3.1477 -1.0635  0.223
C: 1.6248 -0.2814 -0.8989  -0.125
O: 2.6941 -0.3309 -0.4496  0.211
C: -1.9257 -0.0511 -0.9610  -0.092
O: -3.0224 0.0416 -0.5857  0.216
C: 0.0262 0.6565 -4.6078  -0.073
H: -0.8758 1.2771 -4.6145  0.066
H: 0.9840 1.1868 -4.5974  0.067
C: -0.0371 -0.6771 -4.6750  -0.079
H: 0.8660 -1.2946 -4.7165  0.068
H: -0.9935 -1.2067 -4.7343  0.067
C: -0.3998 -1.2685 4.1081  -0.284
S: -0.3773 0.4343 3.5225  1.127
C: 1.3842 0.6991 3.7529  -0.290
H: -1.0421 -1.8558 3.4453  0.069
H: -0.8342 -1.2932 5.1146  0.091
H: 0.6201 -1.6711 4.1001  0.065
H: 1.7452 1.4433 3.0372  0.065
H: 1.5724 1.0594 4.7697  0.095
H: 1.8967 -0.2516 3.5720  0.064

molar mass	257.17	g mol⁻¹
Kohn-Sham gap (alpha / beta)	6.783 / 5.078	eV
electronic energy	-58780.682	eV
E_HOMO (alpha / beta)	-14.177 / -16.350	eV
spin multiplicity	6
expectation value of S²	8.81
charge	+2